This record from OMol25 describes the molecule C4H5NO. The level of theory is ωB97M-V with the def2-TZVPD basis set.

Properties
Relative energy (zero: lowest compared OMol25 entry of this formula, charge and spin) = 379.1 kJ/mol
Highest occupied orbital energy = -0.35373 Ha
Multiplicity = 1
Orbital gap = 9.4 eV
Lowest unoccupied orbital energy = -0.25 eV
Charge = 0

Each line ends with the natural charge from an NBO analysis.
Positions of all 11 atoms, in Å:
C1 -1.187 0.133 1.632  -0.702
C2 -0.454 0.305 0.329  0.670
N1 0.506 -0.714 0.093  -0.589
C3 1.038 -0.518 -1.049  0.065
C4 1.108 -0.019 -2.271  -0.100
O1 -0.663 1.216 -0.449  -0.575
H1 -1.875 0.964 1.789  0.231
H2 -0.468 0.070 2.454  0.239
H3 -1.738 -0.814 1.614  0.240
H4 1.811 -1.252 -1.545  0.300
H5 1.922 0.628 -2.596  0.220